The following is a DFT calculation (the ωB97M-V functional and the def2-TZVPD basis) of a 3-piece molecular cluster, C16H31BNO6S2 overall.

## Properties
- Orbital gap: 6.470 eV
- Energy: -1955.7018 Ha
- Charge: -1

Last columns: bonded neighbours and bond lengths (Å).
Positions of all 57 atoms, in Å:
1 H 1.652 3.931 -0.055  C30 1.094
2 C 7.572 1.469 1.634  O9 1.354, O28 1.363, O40 1.185
3 O -7.320 -1.435 -0.036  C7 1.186
4 C 8.292 -0.378 0.560  O9 1.418, H35 1.087, C46 1.518, H54 1.096
5 H -2.159 3.516 0.837  C52 1.086
6 H -4.765 1.314 -1.691  C19 1.092
7 C -7.006 -2.403 -0.645  O3 1.186, O34 1.356, O44 1.355
8 S -0.406 0.231 0.324  C49 1.628
9 O 7.701 0.903 0.412  C2 1.354, C4 1.418
10 C -3.312 0.605 -0.241  H13 1.099, C19 1.522, N29 1.468, H50 1.090
11 H 1.431 2.311 0.634  C30 1.092
12 H 9.086 -2.541 2.156  C56 1.092
13 H -3.314 0.230 0.791  C10 1.099
14 H -6.611 -6.520 -1.869  C24 1.091
15 H 2.085 1.378 -1.666  C43 1.096
16 H -4.335 3.451 -1.023  C26 1.089
17 H -5.007 -4.282 -1.087  C20 1.093
18 H -5.180 -0.214 -0.864  C19 1.089
19 C -4.738 0.774 -0.743  H6 1.092, C10 1.522, H18 1.089, H33 1.092
20 C -5.726 -3.862 -1.796  H17 1.093, C21 1.519, O44 1.428, H57 1.086
21 C -7.111 -4.459 -1.614  C20 1.519, C24 1.505, H31 1.094, O34 1.439
22 H 3.043 1.120 1.494  B48 1.238
23 H 8.621 -1.844 3.713  C56 1.089
24 C -7.148 -5.892 -1.156  H14 1.091, C21 1.505, H53 1.090, H55 1.089
25 H -3.828 4.795 -0.008  C26 1.092
26 C -4.126 3.745 0.005  H16 1.089, H25 1.092, H47 1.091, C52 1.537
27 H -3.319 2.391 1.526  C52 1.099
28 O 7.893 0.562 2.600  C2 1.363, C46 1.434
29 N -2.501 1.828 -0.313  C10 1.468, C49 1.411, C52 1.475
30 C 1.428 2.887 -0.293  H1 1.094, H11 1.092, S32 1.817, C43 1.523
31 H -7.706 -4.315 -2.521  C21 1.094
32 S -0.274 2.962 -0.925  C30 1.817, C49 1.755
33 H -5.372 1.305 -0.030  C19 1.092
34 O -7.659 -3.591 -0.606  C7 1.356, C21 1.439
35 H 7.868 -1.052 -0.180  C4 1.087
36 H 4.550 1.881 -1.339  C51 1.100
37 H 6.944 -1.161 2.043  C46 1.093
38 H 2.560 3.021 -2.104  C43 1.100
39 H 4.130 3.077 -0.132  C51 1.102
40 O 7.251 2.591 1.842  C2 1.185
41 H 9.917 -1.095 2.766  C56 1.091
42 H 4.978 0.877 1.094  B48 1.237
43 C 2.462 2.323 -1.259  H15 1.096, C30 1.523, H38 1.100, C51 1.536
44 O -5.939 -2.486 -1.477  C7 1.355, C20 1.428
45 H 3.605 -0.170 0.061  B48 1.242
46 C 7.950 -0.737 1.995  C4 1.518, O28 1.434, H37 1.093, C56 1.506
47 H -5.058 3.666 0.567  C26 1.091
48 B 3.855 0.931 0.578  H22 1.238, H42 1.237, H45 1.242, C51 1.639
49 C -1.113 1.597 -0.210  S8 1.628, N29 1.411, S32 1.755
50 H -2.800 -0.146 -0.842  C10 1.090
51 C 3.811 2.111 -0.557  H36 1.100, H39 1.102, C43 1.536, B48 1.639
52 C -3.003 2.877 0.593  H5 1.086, C26 1.537, H27 1.099, N29 1.475
53 H -6.674 -5.985 -0.179  C24 1.090
54 H 9.377 -0.297 0.421  C4 1.096
55 H -8.173 -6.252 -1.083  C24 1.089
56 C 8.955 -1.606 2.704  H12 1.092, H23 1.089, H41 1.091, C46 1.506
57 H -5.337 -3.936 -2.807  C20 1.086